{
  "formula": "C39H73BIN5O16PS4",
  "method": "ωB97M-V/def2-TZVPD",
  "species": ["C", "C", "C", "O", "N", "O", "N", "C", "C", "C", "B", "N", "O", "C", "C", "C", "C", "C", "O", "O", "C", "C", "P", "N", "N", "C", "C", "O", "I", "C", "C", "C", "C", "C", "C", "O", "C", "C", "O", "H", "H", "H", "H", "H", "H", "H", "H", "H", "H", "H", "H", "H", "H", "H", "H", "H", "H", "H", "H", "H", "H", "H", "H", "H", "H", "H", "H", "H", "H", "H", "H", "H", "H", "H", "H", "H", "H", "H", "H", "H", "C", "C", "C", "S", "O", "O", "C", "H", "H", "H", "H", "H", "H", "H", "H", "C", "C", "C", "S", "O", "O", "C", "H", "H", "H", "H", "H", "H", "H", "H", "C", "C", "C", "S", "O", "O", "C", "H", "H", "H", "H", "H", "H", "H", "H", "C", "C", "C", "S", "O", "O", "C", "H", "H", "H", "H", "H", "H", "H", "H"],
  "positions_angstrom": [[5.0663, -2.7293, 1.9782], [4.8371, -2.3577, 0.8642], [4.2455, -1.8264, -0.4975], [4.8196, -2.6994, -1.5274], [5.9125, -3.3803, -1.0164], [6.1318, -4.3605, -1.6163], [4.5889, -0.4270, -0.5473], [4.0767, 0.3694, -1.6894], [4.8324, 0.0124, -3.0735], [6.3968, -0.2631, -2.8535], [4.6258, 1.8993, -1.3728], [4.9112, 2.2710, 0.0478], [4.8990, 2.8868, -2.3412], [2.4962, 0.2372, -1.7715], [1.6147, 1.2194, -0.9466], [1.8788, 1.4510, 0.5839], [1.9327, 3.0373, 0.8359], [2.0920, 3.2859, 2.3642], [3.1687, 3.3263, 2.8966], [0.9027, 3.4099, 3.0958], [0.9926, 2.7158, 4.3610], [1.3741, 3.7280, 5.5284], [2.0342, 0.7551, -3.5908], [2.4566, 2.2368, -3.9462], [2.1675, -1.2421, -1.7251], [0.7842, -1.6358, -2.2065], [0.8516, -2.4661, -3.5729], [1.4752, -3.4871, -3.5740], [-0.1646, -1.8402, -5.3671], [2.6510, -2.0212, -0.5504], [2.0587, -1.8269, 0.8652], [0.5161, -1.5686, 1.0443], [0.1245, -1.4343, 2.5862], [-0.9493, -0.3159, 2.8491], [-2.2779, -0.4990, 1.9940], [-2.6906, 0.8409, 1.6028], [-3.5713, 0.8237, 0.5398], [-3.4836, 2.0658, -0.4220], [-4.3777, -0.0585, 0.3756], [5.2324, -2.7659, 3.0748], [5.5453, -0.2076, -0.2852], [4.7981, 0.8448, -3.8221], [4.4349, -0.9161, -3.5662], [6.6068, -0.9687, -2.0149], [6.7382, -0.7632, -3.8059], [6.9837, 0.6839, -2.7121], [5.0336, 3.2944, 0.0644], [5.8598, 1.9194, 0.2577], [5.7715, 2.7123, -2.7381], [0.5096, 0.9786, -1.0467], [1.7072, 2.2334, -1.4486], [1.0454, 1.1137, 1.2677], [2.8462, 1.0587, 0.9865], [0.9179, 3.4242, 0.5077], [2.6802, 3.5580, 0.1911], [1.7001, 1.8342, 4.3325], [-0.0004, 2.2724, 4.6704], [2.4786, 3.8095, 5.6906], [0.8992, 3.4387, 6.5112], [0.9061, 4.7061, 5.2302], [0.6118, 0.6806, -3.7429], [2.5547, -0.2309, -4.5068], [1.5919, 2.7429, -4.1747], [2.7450, -1.6194, -2.5104], [0.3671, -2.4084, -1.4933], [0.0449, -0.8057, -2.2242], [2.5349, -3.1137, -0.8282], [2.2624, -2.7710, 1.4563], [2.5962, -1.0262, 1.4561], [0.1235, -0.6976, 0.4414], [-0.0406, -2.4915, 0.6819], [-0.3282, -2.4128, 2.8999], [1.0345, -1.2360, 3.2248], [-0.5607, 0.7159, 2.6346], [-1.2643, -0.3396, 3.9294], [-2.1477, -1.1604, 1.0990], [-3.0901, -0.9667, 2.6472], [-3.7313, 2.9941, 0.1654], [-4.2168, 1.9574, -1.2580], [-2.4453, 2.1785, -0.8451], [-7.6564, -4.1825, 3.3020], [-7.4463, -2.8534, 2.5689], [-6.2562, -2.1489, 3.2270], [-5.2146, -3.4456, 3.8939], [-5.2104, -3.3383, 5.3313], [-3.9956, -3.5203, 3.1249], [-6.2723, -4.8080, 3.4306], [-8.3432, -4.8375, 2.7645], [-8.0756, -3.9942, 4.2944], [-7.2219, -3.0498, 1.5166], [-8.3399, -2.2287, 2.6015], [-5.6858, -1.5624, 2.5062], [-6.5743, -1.5140, 4.0542], [-6.2221, -5.5903, 4.1865], [-5.9223, -5.1899, 2.4700], [-1.0486, -7.1861, -0.6010], [0.1573, -7.3065, 0.3358], [0.7303, -5.8993, 0.5288], [-0.6425, -4.7684, 0.3138], [-0.4020, -3.9727, -0.8739], [-0.9727, -4.1736, 1.5824], [-1.8632, -6.0076, -0.0787], [-1.6389, -8.1025, -0.6211], [-0.7057, -6.9822, -1.6197], [-0.1690, -7.7062, 1.2998], [0.9112, -7.9867, -0.0618], [1.1520, -5.7680, 1.5247], [1.4819, -5.6661, -0.2270], [-2.5692, -5.6151, -0.8091], [-2.3826, -6.2659, 0.8455], [-4.5110, -1.4487, -8.7262], [-4.7458, 0.0555, -8.8940], [-3.3984, 0.7557, -8.6931], [-2.1428, -0.4266, -9.1799], [-1.3660, -0.7826, -8.0114], [-1.5237, 0.0117, -10.4031], [-3.2649, -1.7670, -9.5442], [-5.3692, -2.0324, -9.0608], [-4.3355, -1.6795, -7.6712], [-5.1177, 0.2554, -9.9025], [-5.4915, 0.4287, -8.1907], [-3.3109, 1.6479, -9.3114], [-3.2326, 1.0117, -7.6463], [-2.8060, -2.7178, -9.2771], [-3.4785, -1.7400, -10.6137], [0.8455, 9.5218, 4.5329], [1.5896, 9.6343, 5.8669], [0.7175, 8.9705, 6.9366], [-0.2521, 7.7236, 6.0898], [-1.6418, 8.1010, 6.1509], [0.2051, 6.4126, 6.4863], [0.3606, 8.0792, 4.4497], [1.4868, 9.7779, 3.6885], [-0.0089, 10.2046, 4.5281], [2.5469, 9.1101, 5.7948], [1.8041, 10.6727, 6.1232], [1.3193, 8.4947, 7.7095], [0.0276, 9.6829, 7.3892], [-0.4326, 7.9333, 3.7182], [1.1885, 7.3967, 4.2482]],
  "total_charge": 1,
  "homo_lumo_gap_ev": 8.80
}

{
  "formula": "C39H73FeN10PS",
  "method": "ωB97M-V/def2-TZVPD",
  "species": ["Fe", "N", "P", "N", "C", "C", "C", "C", "C", "N", "C", "C", "C", "C", "C", "N", "C", "C", "C", "C", "C", "H", "H", "H", "H", "H", "H", "H", "H", "H", "H", "H", "H", "H", "H", "H", "H", "H", "H", "H", "H", "H", "H", "H", "H", "H", "H", "H", "H", "H", "H", "N", "C", "C", "C", "N", "C", "C", "H", "H", "H", "H", "H", "H", "C", "C", "C", "C", "C", "C", "N", "H", "H", "H", "H", "H", "H", "H", "H", "C", "C", "C", "C", "N", "H", "H", "H", "H", "H", "H", "H", "H", "H", "C", "C", "C", "C", "N", "C", "S", "N", "C", "C", "C", "C", "H", "H", "H", "H", "H", "H", "H", "H", "H", "H", "H", "H", "H", "H", "H", "H", "H", "H", "H", "H"],
  "positions_angstrom": [[-1.5890, 1.4230, -0.3796], [-2.1565, -0.4679, -0.1251], [-1.8072, -1.9113, 0.0454], [-0.1772, -2.2956, -0.1631], [0.7829, -1.2950, -0.6528], [2.1453, -1.5633, -0.0267], [2.7039, -2.9120, -0.5338], [1.5532, -3.8823, -0.8722], [0.3652, -3.6375, 0.0559], [-2.4979, -3.0698, -1.0027], [-3.9913, -3.0510, -1.0003], [-4.5421, -2.1198, -2.0793], [-4.1540, -2.6319, -3.4822], [-2.8823, -3.4989, -3.4242], [-1.9026, -2.9978, -2.3700], [-2.3201, -2.5838, 1.5200], [-2.4305, -1.6757, 2.6805], [-1.7232, -2.2779, 3.8936], [-2.4303, -3.5879, 4.3190], [-3.1632, -4.2231, 3.1187], [-2.3534, -4.0117, 1.8428], [0.4161, -0.3132, -0.4262], [0.8846, -1.3292, -1.7475], [2.0288, -1.5932, 1.0641], [2.8283, -0.7404, -0.2623], [3.3569, -3.3608, 0.2236], [3.3171, -2.7459, -1.4264], [1.8793, -4.9217, -0.7890], [1.2264, -3.7218, -1.9033], [0.7116, -3.7631, 1.0957], [-0.4183, -4.3764, -0.1176], [-4.3191, -2.7115, -0.0199], [-4.3774, -4.0666, -1.1429], [-4.1078, -1.1365, -1.8926], [-5.6263, -2.0305, -1.9871], [-3.9886, -1.7820, -4.1498], [-4.9705, -3.2242, -3.9074], [-2.3847, -3.5071, -4.3945], [-3.1467, -4.5336, -3.1847], [-1.6002, -1.9713, -2.6156], [-1.0019, -3.6146, -2.3939], [-3.4837, -1.4939, 2.9394], [-2.0131, -0.7162, 2.3995], [-1.7094, -1.5580, 4.7203], [-0.6801, -2.4826, 3.6152], [-3.1442, -3.3866, 5.1240], [-1.6959, -4.2970, 4.7137], [-4.1461, -3.7593, 2.9905], [-3.3198, -5.2905, 3.2863], [-2.7794, -4.5620, 1.0074], [-1.3466, -4.4231, 2.0198], [-0.9232, 1.1559, 5.8381], [-0.8847, 1.3848, 4.4781], [-1.7850, 2.2345, 3.8626], [-1.7401, 2.3839, 2.4834], [-0.8791, 1.7361, 1.7122], [-0.0176, 0.9340, 2.3023], [0.0300, 0.7240, 3.6638], [-1.3443, 1.8917, 6.3748], [-0.0569, 0.8406, 6.2343], [-2.5143, 2.7887, 4.4437], [-2.4289, 3.0542, 1.9625], [0.6933, 0.4391, 1.6460], [0.7684, 0.0476, 4.0863], [-4.7586, 1.4946, 0.7282], [-4.2134, 2.8662, 0.3983], [-4.7661, 4.1091, 0.6427], [-3.8166, 5.0762, 0.1702], [-2.7432, 4.3645, -0.3395], [-1.4617, 4.8877, -0.9503], [-2.9859, 3.0197, -0.2032], [-5.8505, 1.5073, 0.7511], [-4.4110, 1.1312, 1.7065], [-4.4302, 0.7575, -0.0048], [-5.7304, 4.2992, 1.1014], [-3.9050, 6.1591, 0.1933], [-1.6571, 5.5325, -1.8129], [-0.8447, 4.0518, -1.2884], [-0.8784, 5.4770, -0.2284], [-0.9221, 2.9759, -4.0223], [-1.0186, 1.5614, -3.4273], [0.0999, 0.6969, -4.0274], [-2.3784, 0.9559, -3.8257], [-0.8987, 1.6098, -1.9986], [-0.9939, 2.9585, -5.1216], [0.0327, 3.4349, -3.7300], [-1.7346, 3.5928, -3.6195], [0.0820, 0.7164, -5.1287], [-0.0145, -0.3422, -3.6882], [1.0749, 1.0671, -3.6765], [-2.5002, 0.8987, -4.9208], [-3.1803, 1.5702, -3.4026], [-2.4609, -0.0486, -3.3954], [4.7739, -0.4789, 3.1179], [5.9845, 0.4493, 2.9775], [5.9264, 1.4052, 1.7724], [4.9455, 2.5771, 1.9377], [3.5411, 2.2955, 1.5825], [3.0273, 2.4822, 0.3140], [1.5924, 3.2347, 0.0850], [3.6879, 1.8798, -0.7449], [4.9933, 2.3715, -1.2220], [5.7923, 1.2808, -1.9359], [5.4733, 1.1472, -3.4263], [4.0314, 0.7097, -3.7204], [4.8521, -1.0993, 4.0180], [4.7028, -1.1447, 2.2538], [3.8424, 0.0877, 3.1676], [6.8863, -0.1606, 2.8874], [6.0958, 1.0446, 3.8915], [5.6498, 0.8380, 0.8771], [6.9250, 1.8220, 1.6114], [5.2960, 3.4391, 1.3701], [4.9470, 2.8735, 2.9854], [2.8805, 2.7057, 2.2219], [3.0173, 1.8304, -1.4961], [5.5619, 2.7337, -0.3707], [4.8492, 3.2230, -1.8940], [5.5874, 0.3292, -1.4345], [6.8584, 1.4933, -1.8219], [6.1653, 0.4224, -3.8581], [5.6710, 2.1050, -3.9184], [3.7386, -0.1349, -3.0861], [3.9177, 0.4030, -4.7621], [3.3151, 1.5225, -3.5499]],
  "total_charge": -1,
  "multiplicity": 6,
  "s2": 8.783,
  "e_above_lowest_kcal_mol": 19.3,
  "homo_lumo_gap_ev": [5.37, 5.42]
}

{
  "formula": "C39H75BCl14IN2O6",
  "method": "ωB97M-V/def2-TZVPD",
  "species": ["C", "O", "C", "C", "C", "C", "C", "C", "I", "C", "C", "C", "C", "O", "C", "N", "O", "C", "N", "C", "O", "C", "C", "C", "C", "C", "C", "C", "C", "C", "C", "C", "B", "O", "O", "H", "H", "H", "H", "H", "H", "H", "H", "H", "H", "H", "H", "H", "H", "H", "H", "H", "H", "H", "H", "H", "H", "H", "H", "H", "H", "H", "H", "H", "H", "H", "H", "H", "H", "H", "H", "H", "H", "H", "H", "H", "H", "H", "H", "H", "H", "H", "Cl", "C", "C", "Cl", "H", "H", "H", "H", "Cl", "C", "C", "Cl", "H", "H", "H", "H", "Cl", "C", "C", "Cl", "H", "H", "H", "H", "Cl", "C", "C", "Cl", "H", "H", "H", "H", "Cl", "C", "C", "Cl", "H", "H", "H", "H", "Cl", "C", "C", "Cl", "H", "H", "H", "H", "Cl", "C", "C", "Cl", "H", "H", "H", "H"],
  "positions_angstrom": [[-2.8923, -0.3451, 2.8474], [-3.6565, -1.5221, 2.6917], [-3.6423, -1.9390, 1.3369], [-2.4193, -2.8337, 1.0889], [-1.9669, -2.8579, -0.3638], [-1.3512, -1.5498, -0.8680], [-1.2224, -1.5903, -2.3983], [-2.5002, -1.1250, -3.1809], [-3.3100, -2.9388, -4.1865], [-3.6980, -0.6866, -2.3087], [-3.6581, 0.7429, -1.7843], [-4.9219, 0.9893, -0.9359], [-4.6829, 2.2866, -0.1525], [-5.8670, 2.8360, 0.3695], [-2.3050, -0.1146, -4.3083], [-0.9614, -0.0928, -4.9751], [-1.1762, -0.3644, -6.3604], [0.0147, -1.0879, -4.4580], [1.2537, -1.1240, -5.1927], [1.8028, -0.0606, -5.4826], [2.2736, 0.9778, -5.8607], [0.1385, -1.0018, -2.9165], [1.1976, -2.0738, -2.5214], [2.6650, -1.6385, -2.4625], [3.1961, -1.2603, -1.0512], [2.1265, -1.0306, 0.0119], [4.1625, -0.0598, -1.2072], [4.4834, 0.6988, 0.0844], [3.6371, 1.9662, 0.1562], [3.8278, 2.9106, -0.7455], [5.1492, 3.1461, -1.4230], [2.7377, 3.8314, -1.1697], [0.4371, 0.4683, -2.3975], [-0.4464, 1.2086, -1.6262], [1.5803, 1.1349, -2.7771], [-2.7897, -0.1531, 3.9070], [-1.8908, -0.4175, 2.4158], [-3.3997, 0.4750, 2.3366], [-4.5455, -2.4871, 1.1187], [-3.5400, -1.0681, 0.6868], [-1.6026, -2.6059, 1.7650], [-2.7443, -3.8430, 1.3258], [-2.7843, -3.1612, -1.0135], [-1.2194, -3.6426, -0.4568], [-0.3507, -1.5281, -0.4535], [-1.8456, -0.6639, -0.4929], [-1.0969, -2.6423, -2.6139], [-4.5576, -0.7434, -2.9700], [-3.8914, -1.4021, -1.5247], [-3.6992, 1.4984, -2.5613], [-2.8169, 0.9727, -1.1395], [-5.0435, 0.1988, -0.2040], [-5.7920, 1.1106, -1.5652], [-4.1721, 2.9821, -0.8156], [-3.9491, 2.0511, 0.6186], [-5.8410, 2.7186, 1.3186], [-2.5333, 0.9032, -4.0211], [-3.0212, -0.3399, -5.0796], [-0.6179, 0.8685, -4.9510], [-0.6266, 0.2443, -6.8735], [-0.4490, -2.0514, -4.6296], [0.9261, -2.5880, -1.6144], [1.1285, -2.8472, -3.2851], [2.9197, -0.8575, -3.1596], [3.2484, -2.4880, -2.8051], [3.8159, -2.0725, -0.6976], [1.6158, -0.0706, -0.0721], [2.6276, -0.9788, 0.9686], [1.4295, -1.8433, 0.1282], [3.8406, 0.6237, -1.9815], [5.0968, -0.4947, -1.5588], [5.5134, 1.0366, 0.0115], [4.4456, 0.0948, 0.9797], [2.8993, 2.1401, 0.9281], [5.2025, 2.5017, -2.3047], [5.9814, 2.9021, -0.7790], [5.2070, 4.1634, -1.7845], [3.0896, 4.8469, -1.3087], [1.8697, 3.7814, -0.5228], [2.4322, 3.4936, -2.1613], [-0.2856, 0.9780, -0.7013], [1.2980, 2.0068, -3.0806], [-2.7505, -7.5025, 0.8711], [-2.7515, -7.5890, -0.9062], [-2.8397, -6.2167, -1.5183], [-4.4323, -5.4613, -1.2409], [-3.5775, -8.2226, -1.2191], [-1.8197, -8.0668, -1.2052], [-2.7025, -6.2766, -2.5975], [-2.0783, -5.5578, -1.1112], [3.2054, 7.1415, -2.9149], [3.1599, 8.4439, -1.6972], [4.4374, 8.5196, -0.9015], [4.6454, 7.1081, 0.1626], [2.3009, 8.2701, -1.0539], [3.0052, 9.3780, -2.2346], [4.4170, 9.4016, -0.2636], [5.3085, 8.5834, -1.5484], [1.2941, 6.5446, 1.7983], [-0.1220, 6.7990, 0.7485], [-1.1923, 5.7683, 0.9881], [-0.6773, 4.1525, 0.4447], [0.2196, 6.7841, -0.2848], [-0.5103, 7.7924, 0.9687], [-2.0882, 6.0257, 0.4242], [-1.4564, 5.6997, 2.0370], [3.7946, -0.8598, 3.3581], [4.1718, 0.2435, 4.7094], [4.1387, 1.6762, 4.2585], [5.4757, 2.0629, 3.1504], [5.1418, -0.0328, 5.1139], [3.4198, 0.0758, 5.4786], [4.2358, 2.3390, 5.1167], [3.2042, 1.9076, 3.7516], [2.5064, -4.2426, 0.5069], [3.2023, -5.2454, 1.8116], [4.4183, -4.6024, 2.4237], [5.7935, -4.5601, 1.2917], [3.4329, -6.2219, 1.3943], [2.4280, -5.3682, 2.5670], [4.7358, -5.1762, 3.2927], [4.2144, -3.5835, 2.7404], [-3.5355, -8.4119, 4.2858], [-2.8908, -7.2847, 5.5044], [-2.8845, -5.8610, 5.0119], [-1.6974, -5.6074, 3.7047], [-1.8915, -7.6169, 5.7735], [-3.5294, -7.3650, 6.3825], [-2.6089, -5.1919, 5.8251], [-3.8610, -5.5640, 4.6384], [-1.9664, 2.2665, 2.7948], [-2.7474, 2.4641, 4.3944], [-3.4088, 3.8045, 4.5774], [-2.2240, 5.1284, 4.7055], [-1.9911, 2.2937, 5.1560], [-3.4956, 1.6760, 4.4697], [-3.9757, 3.8039, 5.5066], [-4.0884, 4.0323, 3.7596]],
  "total_charge": 1,
  "homo_lumo_gap_ev": 6.70
}